# 1
88
Properties=species:S:1:pos:R:3 method="wB97M-V/def2-TZVPD" total_charge=-1 fmax_ev_per_a=0.59 mol_weight_da=997.0 spin_multiplicity=1 lumo_ev=0.993
Fe 0.3179 -0.0404 -0.0306
C 2.8008 6.3742 2.2807
C 2.3614 4.9505 2.4958
C 1.3816 4.6408 3.4349
C 0.9872 3.3284 3.6498
C 1.5722 2.3130 2.9089
C 2.5642 2.5960 1.9796
C 2.9501 3.9105 1.7793
S 1.0602 0.6277 3.1008
O 0.4657 0.5100 4.4074
O 2.2072 -0.1738 2.7976
N -0.0464 0.4042 1.9216
C -1.3552 0.8034 2.1196
C -1.9397 1.4163 3.2260
C -3.3033 1.7438 3.2594
C -4.1513 1.4909 2.2173
C -3.6154 0.8999 1.0576
C -4.3980 0.6165 -0.0821
C -3.8122 0.0992 -1.1974
C -2.4286 -0.1357 -1.1788
N -1.6725 0.0810 -0.1297
C -2.2343 0.5834 1.0043
H 1.9988 7.0754 2.5156
H 3.1076 6.5383 1.2469
H 3.6528 6.6194 2.9198
H 0.9239 5.4367 4.0119
H 0.2478 3.0901 4.4023
H 3.0126 1.7827 1.4216
H 3.7194 4.1318 1.0471
H -1.3527 1.6094 4.1043
H -3.6876 2.2049 4.1616
H -5.2077 1.7262 2.2643
H -5.4620 0.8232 -0.0521
H -4.3775 -0.1188 -2.0930
H -1.9401 -0.5080 -2.0727
Cl 5.3047 -0.2688 -5.0382
C 4.3992 -0.1688 -3.5523
C 3.0243 -0.2720 -3.5801
C 2.3518 -0.1830 -2.3773
Cl 0.5983 -0.3044 -2.3621
C 2.9396 -0.0051 -1.1090
O 2.2754 0.0757 -0.0130
C 4.3574 0.0887 -1.1676
Cl 5.2093 0.3046 0.3223
C 5.0667 0.0095 -2.3469
H 2.4919 -0.4253 -4.5094
H 6.1456 0.0838 -2.3272
O 2.9315 -7.4614 3.9288
S 2.4344 -8.6526 3.2743
O 1.5603 -9.4782 4.0869
O 3.4238 -9.3838 2.5010
C 1.3154 -8.0314 1.9661
N 0.6393 -8.9586 1.2744
C -0.1460 -8.5144 0.3129
C -0.2891 -7.1663 0.0116
C 0.4456 -6.2861 0.7865
N 1.2450 -6.7184 1.7558
C 0.3992 -4.8101 0.5845
C -0.4807 -4.2102 -0.3104
C -0.4715 -2.8423 -0.4569
N 0.3430 -2.0308 0.2251
C 1.2002 -2.6028 1.0818
C 1.2522 -3.9727 1.2893
H -0.6914 -9.2641 -0.2532
H -0.9382 -6.8477 -0.7924
H -1.1793 -4.7892 -0.8989
H -1.1482 -2.3744 -1.1588
H 1.8577 -1.9260 1.6090
H 1.9510 -4.3968 1.9989
C 0.2417 2.8625 -3.6606
N -0.9698 2.7962 -2.8645
C -1.0148 2.7753 -1.5121
Se 0.3780 2.6905 -0.3199
N -2.3236 2.8147 -1.1670
C -3.1316 2.8549 -2.2910
C -4.5051 2.8894 -2.4604
C -4.9774 2.9242 -3.7642
C -4.1062 2.9248 -4.8559
C -2.7299 2.8897 -4.6830
C -2.2616 2.8515 -3.3799
H 1.0908 2.7147 -2.9975
H 0.3171 3.8375 -4.1431
H 0.2294 2.0768 -4.4156
H -2.6107 2.7448 -0.2021
H -5.1792 2.8877 -1.6129
H -6.0449 2.9525 -3.9398
H -4.5135 2.9537 -5.8580
H -2.0534 2.8911 -5.5279


# 2
86
Properties=species:S:1:pos:R:3 method="wB97M-V/def2-TZVPD" total_charge=+1 fmax_ev_per_a=1.88 mol_weight_da=1009.8 spin_multiplicity=1 lumo_ev=-3.653 e_above_lowest_kj_mol=44.9
Ta 2.0042 0.5899 0.1466
O 2.2698 1.8089 -1.4906
S 2.7708 3.0930 -0.7459
O 4.0589 3.5583 -1.0738
O 2.4977 2.6124 0.6839
C 1.5676 4.2914 -1.0026
C 1.9644 5.5466 -1.4365
C 0.9970 6.5348 -1.5278
C -0.3159 6.2539 -1.1795
C -0.6884 4.9835 -0.7494
C 0.2515 3.9706 -0.6559
P -0.2405 2.2589 -0.1828
C -1.2841 1.7950 -1.5876
C -2.5874 2.2824 -1.7168
C -3.3318 1.9913 -2.8484
C -2.7799 1.2310 -3.8700
C -1.4778 0.7687 -3.7649
C -0.7336 1.0511 -2.6305
C -1.2706 2.5366 1.2681
C -2.4634 1.8509 1.4703
C -3.1555 2.0058 2.6653
C -2.6516 2.8292 3.6607
C -1.4472 3.4967 3.4694
C -0.7546 3.3466 2.2806
H 2.9986 5.7394 -1.6824
H 1.2736 7.5260 -1.8598
H -1.0638 7.0333 -1.2433
H -1.7199 4.7912 -0.4838
H -3.0290 2.8936 -0.9421
H -4.3450 2.3615 -2.9321
H -3.3657 1.0007 -4.7506
H -1.0375 0.1799 -4.5581
H 0.2801 0.6763 -2.5854
H -2.8512 1.1832 0.7146
H -4.0894 1.4793 2.8169
H -3.1898 2.9458 4.5921
H -1.0445 4.1276 4.2502
H 0.1945 3.8547 2.1506
O 3.0309 0.3038 1.7964
S 4.5128 0.5962 1.3522
O 5.1973 1.5179 2.1655
O 4.2753 0.9166 -0.0827
C 5.2604 -0.9785 1.3651
C 6.5186 -1.0421 1.9237
C 7.2150 -2.2489 1.9065
C 6.6535 -3.3615 1.3282
C 5.3800 -3.3040 0.7557
C 4.6672 -2.1244 0.7716
S 3.0135 -2.2647 0.1221
O 2.0951 -2.0904 1.2245
O 2.9284 -3.4587 -0.6334
O 2.8159 -0.9858 -0.7939
H 6.9503 -0.1544 2.3638
H 8.2016 -2.3033 2.3459
H 7.1997 -4.2950 1.3097
H 4.9418 -4.1773 0.2958
O 0.4380 0.2121 1.8553
C -0.1582 -0.5958 1.0925
N -1.1597 -1.4488 1.2786
C -1.4055 -2.2247 0.0470
C -0.3206 -1.6244 -0.8983
O -0.0567 -1.9873 -2.0026
N 0.2645 -0.5722 -0.1936
C -2.7795 -1.9159 -0.5484
C -3.7807 -1.3246 0.2114
C -5.0511 -1.1348 -0.3225
C -5.3246 -1.5385 -1.6196
C -4.3251 -2.1393 -2.3773
C -3.0599 -2.3328 -1.8466
C -1.2455 -3.7160 0.3156
C -0.1664 -4.4505 -0.1537
C -0.0669 -5.8046 0.1454
C -1.0352 -6.4264 0.9158
C -2.1151 -5.6901 1.3908
C -2.2226 -4.3444 1.0847
H -1.4073 -1.7836 2.1973
H -3.5844 -1.0253 1.2324
H -5.8288 -0.6863 0.2826
H -6.3127 -1.3970 -2.0368
H -4.5358 -2.4688 -3.3864
H -2.2891 -2.8163 -2.4356
H 0.6038 -3.9872 -0.7510
H 0.7759 -6.3695 -0.2306
H -0.9548 -7.4808 1.1441
H -2.8795 -6.1672 1.9896
H -3.0841 -3.7847 1.4344


# 3
88
Properties=species:S:1:pos:R:3 method="wB97M-V/def2-TZVPD" fmax_ev_per_a=5.93 mol_weight_da=857.6 spin_multiplicity=1 lumo_ev=-1.842 e_above_lowest_kj_mol=175.7
C -1.9390 -1.2461 -0.8234
C -2.5639 -1.8227 0.5649
Cl -1.2708 -1.7287 1.9370
C -3.2578 -3.3005 0.5001
Cl -4.3476 -3.5598 -1.0226
O -2.3328 -4.4358 0.7375
S -1.2135 -4.6429 -0.5197
O 0.0818 -3.8231 -0.2570
O -0.6836 -6.2894 -0.3533
O -0.1742 -6.7021 -1.4812
H -2.3438 -1.7166 -1.8127
H -0.7479 -1.3090 -0.8229
H -2.1982 -0.0852 -0.8733
H -3.4106 -1.0530 0.9061
H -4.0290 -3.3422 1.4108
H -0.8940 -6.9727 -2.1358
C 0.7321 3.7658 0.1483
C -0.1871 2.8122 -0.0302
C -0.6902 2.4755 -1.3765
O -1.5331 1.6042 -1.5406
C -0.1373 3.2319 -2.5175
C 0.7820 4.1855 -2.3391
C 1.2851 4.5222 -0.9927
O 2.1280 5.3935 -0.8286
H 1.1113 4.0257 1.1291
H -0.6020 2.2479 0.7965
H -0.5164 2.9721 -3.4983
H 1.1969 4.7498 -3.1657
C 0.4267 -1.9604 -6.0503
C 0.2331 -0.6406 -6.1340
C 0.2467 0.2135 -4.9301
O 0.0675 1.4213 -5.0055
C 0.4841 -0.4467 -3.6310
C 0.6777 -1.7664 -3.5473
C 0.6641 -2.6206 -4.7512
O 0.8433 -3.8284 -4.6757
H 0.4192 -2.6014 -6.9234
H 0.0584 -0.1413 -7.0795
H 0.4917 0.1943 -2.7579
H 0.8524 -2.2657 -2.6018
C 3.3722 -2.3294 4.3071
C 4.3017 -3.2517 4.0393
C 4.0163 -4.3889 3.1423
O 4.8659 -5.2346 2.8982
C 2.6653 -4.4665 2.5519
C 1.7358 -3.5442 2.8197
C 2.0212 -2.4070 3.7167
O 1.1716 -1.5613 3.9608
H 3.5648 -1.4894 4.9633
H 5.2975 -3.2084 4.4639
H 2.4727 -5.3065 1.8957
H 0.7400 -3.5875 2.3951
C 5.7239 1.7402 6.1200
C 5.4281 0.5137 5.6792
C 5.7936 -0.6880 6.4549
O 5.5250 -1.8111 6.0512
C 6.4969 -0.4817 7.7366
C 6.7927 0.7449 8.1774
C 6.4272 1.9465 7.4017
O 6.6958 3.0696 7.8054
H 5.4637 2.6321 5.5631
H 4.9120 0.3458 4.7415
H 6.7571 -1.3735 8.2935
H 7.3088 0.9128 9.1151
C -4.0664 6.2995 3.0059
C -3.1686 5.3571 3.3097
C -2.0362 5.0596 2.4107
O -1.2151 4.1959 2.6870
C -1.9335 5.8445 1.1644
C -2.8313 6.7868 0.8605
C -3.9637 7.0843 1.7596
O -4.7847 7.9480 1.4833
H -4.9033 6.5297 3.6539
H -3.2297 4.7734 4.2204
H -1.0966 5.6143 0.5164
H -2.7702 7.3706 -0.0501
C -4.8187 -2.4618 -5.5327
C -4.0430 -2.5667 -6.6161
C -3.4394 -1.3750 -7.2443
O -2.7309 -1.4699 -8.2371
C -3.7246 -0.0638 -6.6284
C -4.5003 0.0411 -5.5451
C -5.1039 -1.1506 -4.9168
O -5.8124 -1.0558 -3.9240
H -5.2698 -3.3257 -5.0600
H -3.8237 -3.5213 -7.0792
H -3.2735 0.8001 -7.1011
H -4.7195 0.9957 -5.0820